(1)
Density functional theory data (the ωB97M-V functional and the def2-TZVPD basis) for a 12-piece molecular cluster, C3H30O12S overall at a distorted geometry.

```
46
Properties=species:S:1:pos:R:3:lowdin_charge:R:1
O 1.0181 1.4617 0.5462 -0.127
C -0.1620 2.1692 -0.0466 -0.235
C -0.0176 2.2992 -1.4918 -0.319
C 1.3034 2.9431 -1.9370 -0.586
S 1.2759 3.1802 -3.7561 0.676
H 0.8998 0.4582 0.7697 0.101
H -1.0559 1.4878 0.2106 0.122
H -0.3450 3.1013 0.3416 0.086
H -0.2057 1.3502 -1.9295 0.080
H -0.7980 3.0273 -1.8695 0.133
H 2.2117 2.3444 -1.4149 0.107
H 1.4585 4.0713 -1.5834 0.108
H 0.9011 1.9087 -4.0934 -0.142
O 0.5279 -3.9208 0.2943 -0.072
H 1.3444 -4.3978 0.5607 0.059
H 0.2113 -3.5495 1.1238 0.022
O -2.3843 -0.2136 2.3791 -0.013
H -2.2954 0.3130 1.6950 -0.107
H -3.2601 -0.6619 2.3250 0.086
O -1.1532 -0.5959 -4.0589 -0.073
H -0.8280 -1.1311 -3.3424 0.005
H -0.9897 -1.2101 -4.8253 0.071
O 4.2936 -0.4421 0.9474 -0.083
H 4.4381 0.4545 1.2339 0.017
H 4.3738 -0.4184 -0.0689 0.063
O 2.9120 -0.4445 -2.1132 0.018
H 2.0329 -0.2937 -1.9430 -0.023
H 3.2571 0.3117 -2.5155 0.012
O -3.8960 0.7849 0.7017 -0.067
H -3.4087 0.4631 -0.1331 0.083
H -4.8100 0.8417 0.4686 0.044
O -1.5304 2.4871 3.9207 0.010
H -1.2378 1.8666 3.3573 -0.065
H -1.8620 3.0667 3.2477 0.034
O 0.8706 -1.0394 2.7662 -0.093
H -0.0775 -1.3225 3.0797 0.094
H 1.2044 -0.6252 3.5862 0.064
O -3.3710 -1.5779 -1.7591 0.024
H -2.5743 -1.3698 -1.2913 -0.011
H -3.7696 -2.2788 -1.4336 -0.042
O 2.8477 -3.3575 2.4874 -0.026
H 2.1480 -3.0738 3.0385 -0.011
H 2.8613 -2.7470 1.7767 -0.004
O -0.9704 -2.0671 0.0331 0.022
H -1.2895 -1.6704 0.7983 -0.009
H -0.0994 -1.9833 -0.0830 -0.034
```

Kohn-Sham gap	9.06	eV
SMILES	OCCCS.O.O.O.O.O.O.O.O.O.O.O
HOMO energy	-9.22	eV

---

(2)
Density functional theory data (the ωB97M-V functional and the def2-TZVPD basis) for a 12-piece molecular cluster, C3H31NO11S overall at a distorted geometry.

```
47
Properties=species:S:1:pos:R:3:lowdin_charge:R:1
C 1.5938 -0.0943 1.1203 -0.051
C 0.3262 -0.4406 0.2966 -0.428
N 0.5791 0.4626 -0.9972 0.051
C -0.9492 -0.1157 0.9565 -0.520
S -2.5745 -0.5686 0.1747 0.796
H 1.5989 -0.6920 2.1243 0.104
H 2.4995 -0.3527 0.5784 0.046
H 1.6176 1.0644 1.3746 0.084
H 0.3030 -1.4622 -0.0525 0.085
H 1.5554 0.6097 -1.1274 0.027
H -0.0661 1.1561 -0.9741 -0.008
H -1.0192 0.9908 1.4161 0.094
H -0.9576 -0.7928 1.8815 0.083
H -2.3646 0.2862 -0.7683 -0.180
O -2.6627 1.2338 2.6074 -0.131
H -2.9272 2.0173 2.1209 0.005
H -3.3103 0.5340 2.3465 0.022
O -0.0511 3.4578 -1.2017 -0.022
H 0.0434 4.0457 -1.9213 0.045
H 0.7275 3.5715 -0.6954 0.006
O 2.8451 1.6331 -2.7234 -0.006
H 2.7779 0.6801 -2.6868 0.012
H 2.2154 1.9467 -3.2892 -0.015
O -1.2481 -3.3168 -1.5180 -0.095
H -1.0129 -3.0616 -0.6154 -0.007
H -1.1519 -2.6292 -2.1938 0.005
O 0.0535 -1.3642 -2.8417 -0.039
H -0.1000 -0.4261 -2.4444 0.069
H -0.0966 -1.3309 -3.6856 -0.056
O 3.0016 -1.4848 -1.3756 -0.083
H 3.1636 -1.9817 -2.2225 0.091
H 3.5331 -1.8252 -0.6086 0.091
O 1.1602 3.2905 1.2593 -0.061
H 0.7435 2.4528 0.8241 0.057
H 0.5418 3.9037 1.5775 0.027
O -0.1977 -3.2195 1.8371 -0.051
H 0.1981 -2.6565 2.5292 0.046
H 0.3129 -4.0270 1.7233 0.051
O -2.3319 3.0602 0.2697 -0.137
H -1.8325 3.6151 -0.3620 0.008
H -3.3432 2.9625 -0.0552 0.131
O 1.6243 -3.9381 -1.5003 -0.009
H 0.7572 -4.0360 -1.4527 -0.087
H 1.8265 -2.9981 -1.4586 -0.022
O 0.8480 1.2867 4.0308 -0.115
H 0.8866 1.9150 3.2117 0.047
H -0.1361 1.1734 4.1019 0.043
```

Kohn-Sham gap	8.96	eV
SMILES	C[C@H](N)CS.O.O.O.O.O.O.O.O.O.O.O
HOMO energy	-9.12	eV

---

(3)
Density functional theory data (the ωB97M-V functional and the def2-TZVPD basis) for a 12-piece molecular cluster, C3H32N2O11 overall at a distorted geometry.

```
48
Properties=species:S:1:pos:R:3:lowdin_charge:R:1
C 0.3194 3.1420 -0.1664 -0.105
C 1.0036 2.2139 0.8570 -0.274
N 0.4859 0.8843 0.5919 -0.086
C 1.3166 -0.1862 1.2198 -0.288
N 0.7384 -1.4893 1.3507 0.032
H 0.7528 2.7920 -1.1436 0.082
H 0.5692 4.1927 -0.2944 0.066
H -0.7800 3.0138 -0.2166 0.067
H 2.0622 2.4576 0.7926 0.113
H 0.5740 2.6192 1.7744 0.097
H 0.2494 0.6418 -0.3647 0.099
H 1.5491 0.2155 2.2561 0.143
H 2.2516 -0.3431 0.6835 0.085
H -0.0417 -1.4611 2.0184 0.043
H 0.2643 -1.8473 0.5395 0.036
O -2.0050 3.4794 2.1462 -0.031
H -2.5672 4.2405 1.9885 0.067
H -1.7151 3.4501 3.0606 0.065
O 2.2319 -1.0636 -2.5052 -0.075
H 1.8626 -1.7495 -3.1062 0.031
H 1.6042 -1.1736 -1.7769 0.018
O -1.0615 -0.7418 -1.9384 -0.092
H -1.3981 -1.2633 -1.1702 0.010
H -1.8838 -0.2088 -2.0504 0.035
O 0.0532 -2.1739 -3.8178 -0.114
H 0.0786 -1.4877 -4.4939 0.043
H -0.4426 -1.7369 -3.0573 -0.008
O -1.8453 -4.0880 -1.4671 -0.035
H -2.0815 -3.9096 -2.3840 0.063
H -1.7290 -5.0443 -1.3951 0.070
O -2.0479 -2.0888 0.2267 -0.065
H -2.8278 -1.7004 0.6373 0.058
H -2.3688 -2.8841 -0.2483 0.028
O 4.9726 -0.0183 1.5669 -0.074
H 4.4204 0.4033 0.9030 -0.015
H 5.2174 -0.8442 1.1426 0.026
O -1.4975 -0.4950 3.5097 -0.059
H -1.5585 -0.1661 4.4109 0.039
H -2.3919 -0.4168 3.1503 0.031
O -2.0714 0.8866 1.2067 -0.149
H -1.0194 0.8061 1.2243 0.052
H -2.2280 1.8040 1.5048 0.006
O 4.6059 0.0283 -1.2753 -0.062
H 3.7725 0.4777 -1.4491 0.022
H 4.4530 -0.8834 -1.5419 0.034
O -3.1329 0.7512 -1.2464 -0.083
H -2.8403 0.8118 -0.2941 0.009
H -3.8736 0.1537 -1.3590 0.045
```

Kohn-Sham gap	9.14	eV
SMILES	CCNCN.O.O.O.O.O.O.O.O.O.O.O
HOMO energy	-9.13	eV

---

(4)
Density functional theory data (the ωB97M-V functional and the def2-TZVPD basis) for a 13-piece molecular cluster, C3H32O13 overall at a distorted geometry.

```
48
Properties=species:S:1:pos:R:3:lowdin_charge:R:1
O -4.2506 -3.4156 -2.0648 0.345
H -3.5168 -2.9932 -1.6125 0.164
H -3.9455 -3.9917 -2.7695 0.171
H -4.9264 -2.8138 -2.3852 0.173
C 1.7623 0.4482 0.9105 -0.092
C 0.5000 0.0718 0.1602 -0.723
C 0.6692 0.2521 -1.3262 -0.123
O -0.0573 -1.1518 0.4424 -0.343
H 2.5986 -0.0550 0.4251 0.064
H 1.8204 0.1014 1.9422 0.060
H 1.9542 1.5162 1.0132 0.060
H -0.2540 0.8227 0.3967 0.091
H 1.4307 -0.3808 -1.7819 0.066
H 0.8337 1.2703 -1.6786 0.054
H -0.3259 0.1514 -1.7595 0.046
O -3.3496 -3.5358 4.6116 -0.055
H -2.9447 -4.3913 4.4683 0.025
H -2.9859 -2.9798 3.9225 0.028
O -5.4834 1.7757 3.3503 -0.054
H -6.4397 1.7945 3.3124 0.027
H -5.2802 1.0274 3.9116 0.028
O 4.8693 3.4309 -2.2169 -0.055
H 3.9815 3.1644 -1.9782 0.026
H 5.0869 4.1251 -1.5949 0.027
O -2.5838 4.7159 -4.7207 -0.052
H -3.4445 5.1287 -4.6503 0.027
H -2.7248 3.9634 -5.2953 0.025
O -1.7522 2.8037 5.9341 -0.055
H -2.0404 2.6149 5.0411 0.025
H -1.0894 2.1381 6.1181 0.029
O 3.3246 2.2030 -6.8438 -0.055
H 2.6303 2.6835 -7.2945 0.025
H 3.8804 2.8838 -6.4645 0.030
O -3.0554 5.4570 1.7377 -0.055
H -2.1318 5.3361 1.9582 0.029
H -3.3856 4.5703 1.5929 0.025
O 3.2809 -3.3618 -6.4035 -0.056
H 3.0053 -3.7535 -5.5748 0.023
H 3.2968 -2.4205 -6.2305 0.031
O 1.9965 -5.0635 -2.1031 -0.054
H 1.5643 -4.4589 -1.4998 0.029
H 1.2813 -5.5678 -2.4909 0.018
O 6.1917 1.6512 7.7522 -0.055
H 5.3249 1.2541 7.6671 0.028
H 6.0160 2.5755 7.9282 0.027
O -0.3305 -6.6746 2.3933 -0.052
H -0.6012 -7.1658 1.6176 0.024
H -0.3999 -5.7564 2.1323 0.028
```

Kohn-Sham gap	2.93	eV
HOMO energy	-5.89	eV

---

(5)
Density functional theory data (the ωB97M-V functional and the def2-TZVPD basis) for a 14-piece molecular cluster, C3H32O14S2 overall at a distorted geometry.

```
51
Properties=species:S:1:pos:R:3:lowdin_charge:R:1
C 0.1932 0.7619 0.3517 -0.199
C -0.0772 0.2098 -1.0108 -0.208
O -0.1179 -1.0192 -1.0791 -0.047
C 1.2374 0.0774 1.1895 -0.538
S 1.3309 0.1770 3.0219 0.452
S 1.7188 2.0897 3.6918 0.305
H 0.3181 1.8501 0.2773 0.100
H -0.7571 0.7521 0.8626 0.102
H -0.4141 0.8477 -1.8737 0.128
H 1.2653 -1.0261 1.2186 0.019
H 2.3045 0.2551 0.6832 0.125
H 2.4820 2.7208 2.7824 -0.181
H 0.3401 -3.8844 -2.5508 0.054
H 0.3527 -3.4190 -1.1057 -0.004
O 0.8828 -3.8897 -1.7420 -0.043
H -2.4590 2.4474 -1.0644 -0.017
H -3.5631 2.4693 -2.0126 0.047
O -2.6256 2.2601 -1.9891 -0.062
H 2.6483 -2.3351 -1.4484 0.017
H 2.7229 -2.8014 -2.7906 0.073
O 3.0293 -2.0105 -2.2833 -0.074
H 2.1701 -0.5173 -2.3531 0.006
H 1.3827 0.3938 -3.2585 0.061
O 1.7094 0.3409 -2.3649 -0.042
H 0.8423 -4.3810 0.8303 0.007
H -0.1055 -3.8806 1.6574 -0.036
O 0.4807 -4.6415 1.6907 -0.073
H -2.3518 -2.7846 -1.8179 0.036
H -0.9329 -2.2479 -2.3705 0.003
O -1.6881 -2.8440 -2.4940 -0.056
H -3.6254 3.7870 0.4094 0.051
H -2.4548 3.1541 1.3169 0.020
O -2.7154 3.4730 0.4005 -0.088
H 0.9631 5.0370 1.1195 0.053
H 0.8014 4.0774 0.1810 0.061
O 0.6711 4.1150 1.1536 -0.084
H 3.9981 -1.3654 0.4527 0.081
H 3.4544 -2.4921 1.2602 0.074
O 3.1404 -1.7420 0.7334 -0.079
H -1.0332 -2.0388 1.8909 0.019
H -0.5192 -2.0039 0.4598 -0.008
O -1.0617 -2.5143 1.0590 -0.036
H -0.6619 2.4237 2.3409 0.011
H -2.0869 2.4888 3.1512 0.080
O -1.6175 2.1518 2.3752 -0.085
H -2.1381 -0.6131 3.8097 0.039
H -2.3507 -2.0380 3.3431 0.050
O -2.5526 -1.1194 3.0982 -0.058
H -0.7242 3.8647 -3.5967 0.036
H -1.1262 2.3616 -3.5273 -0.011
O -0.6802 3.0223 -4.0791 -0.080
```

Kohn-Sham gap	8.54	eV
HOMO energy	-8.67	eV

---

(6)
Density functional theory data (the ωB97M-V functional and the def2-TZVPD basis) for a 14-piece molecular cluster, C3H33N2O15 overall at a distorted geometry.

```
53
Properties=species:S:1:pos:R:3:lowdin_charge:R:1
O -3.6745 2.3356 -0.5160 -0.040
C -2.4956 1.9912 -0.2367 -0.509
N -1.9844 2.1605 1.0154 0.182
C -1.5284 1.9393 -1.3972 -0.151
N -0.1061 1.5403 -1.4386 -0.067
C 0.1302 0.3280 -0.6935 -0.344
O 0.4210 0.6189 0.6239 -0.341
H -0.9900 1.8688 1.1365 0.065
H -2.4910 2.0975 1.8689 0.094
H -1.2962 3.0136 -1.8005 0.148
H -2.0799 1.1175 -2.1938 0.179
H 0.4637 2.3153 -1.1115 0.052
H 1.0192 -0.2120 -1.0342 0.071
H -0.9584 -0.3218 -0.6492 0.185
H -2.4587 -1.3201 1.1070 -0.041
H -2.5536 -2.6371 0.5519 0.072
O -3.0911 -1.8311 0.7523 -0.031
H 1.7553 -0.3507 0.7289 0.025
H 3.0978 -0.2221 1.3505 -0.089
O 2.6848 -0.7013 0.8081 0.007
H -3.5943 -0.7515 -0.7190 -0.044
H -4.1374 0.6919 -1.2747 0.065
O -3.6677 -0.1919 -1.4668 -0.101
H 0.1415 1.3540 2.9325 -0.019
H -0.2981 0.3332 1.7898 0.063
O -0.6209 0.7739 2.8278 -0.218
H 1.9450 1.8227 2.6803 -0.070
H 3.4889 1.5942 2.6556 0.023
O 2.6915 1.7328 3.1481 0.002
H 2.1617 -3.4688 0.2442 -0.018
H 2.3040 -2.4422 1.4243 0.020
O 2.1893 -3.3969 1.2024 -0.083
H -0.7055 -1.6888 2.4842 0.038
H 0.1037 -2.2352 1.4416 0.038
O -0.8280 -2.2989 1.7600 -0.046
H 2.3978 -0.4203 -3.2475 0.015
H 1.7883 0.8840 -3.0494 0.008
O 2.1504 0.3538 -3.7792 -0.068
H 0.1812 -3.3772 -0.2054 -0.001
H 0.2380 -3.3887 -1.7389 -0.004
O -0.2831 -3.2332 -1.0140 0.009
H 3.2486 -2.4251 -0.8767 0.133
H 1.8965 -1.7646 -1.0971 -0.110
O 2.3049 -2.4930 -1.2860 -0.027
H 0.2002 4.4285 0.5472 0.024
H 1.5335 3.9651 -0.1890 0.097
O 0.5484 4.3495 -0.3384 -0.102
H 1.8655 1.9011 0.1744 0.006
H 3.3510 1.7090 0.2372 0.053
O 2.6587 2.2803 0.5825 -0.057
H -3.2660 -2.2594 -1.0504 -0.063
H -2.4408 -3.2172 -1.8912 0.075
O -3.4112 -2.8513 -1.7807 -0.104
```

charge	-1
Kohn-Sham gap	8.13	eV
HOMO energy	-6.11	eV

---

(7)
Density functional theory data (the ωB97M-V functional and the def2-TZVPD basis) for a 14-piece molecular cluster, C3H34NO16 overall at a distorted geometry.

```
54
Properties=species:S:1:pos:R:3:lowdin_charge:R:1
O -0.2434 1.4295 -2.1093 0.084
C -0.5202 0.2836 -1.8099 -0.478
O -1.7782 -0.2065 -1.9228 0.029
C 0.5299 -0.7618 -1.3338 -0.239
C 1.7623 -0.8079 -2.2269 -0.129
O 2.6712 -1.9003 -1.6638 -0.084
N -0.0114 -2.1115 -1.1456 0.139
H -2.2124 0.1605 -2.7217 0.148
H 0.9716 -0.1821 -0.4909 0.156
H 2.2625 0.1328 -2.5605 0.138
H 1.6017 -1.3190 -3.2379 0.134
H 3.5821 -1.6820 -1.5980 0.061
H -0.7346 -2.1634 -0.2541 0.125
H -0.7079 -2.2837 -1.9690 0.198
H 0.7831 -2.9354 -0.9710 0.243
H -2.6824 3.2120 1.3719 0.150
H -4.0841 2.6283 0.9809 -0.011
O -3.2178 2.5179 0.7761 -0.037
H -4.4820 -2.0198 -0.3233 0.035
H -3.0820 -1.5244 -0.6992 -0.040
O -3.6340 -2.2237 -0.5842 0.049
H 3.9760 1.7984 -0.7075 0.086
H 2.9734 2.0757 0.4710 -0.032
O 3.2075 1.4646 -0.1767 -0.030
H -0.4202 0.5704 -4.4789 0.035
H -1.4164 -0.5730 -4.4660 0.096
O -0.6512 -0.1802 -4.0322 0.023
H -0.1091 -1.7177 2.0891 0.049
H 0.9107 -2.7852 1.8868 0.075
O 0.5760 -2.0332 1.3857 -0.082
H 4.1022 -0.3061 1.8809 0.023
H 2.5788 -0.5362 2.0477 0.068
O 3.4308 -0.3513 2.5077 -0.010
H -1.0855 0.7864 2.1882 -0.048
H -0.5660 1.1594 3.6336 0.140
O -1.1045 0.5020 3.0574 -0.025
H 1.0799 2.7580 1.7681 -0.096
H 0.5340 3.4322 0.5706 0.065
O 0.4341 2.7237 1.1911 0.035
H -1.4173 -3.1636 1.5151 0.100
H -2.3765 -3.2145 0.3634 0.005
O -1.4598 -3.3640 0.5129 -0.063
H 1.1386 3.2745 -3.4346 0.026
H -0.1743 2.9708 -2.9166 -0.051
O 0.2191 3.4719 -3.5934 -0.038
H -2.4701 0.4665 0.4653 0.043
H -1.4581 1.5507 0.6541 0.051
O -1.5373 0.5902 0.3683 -0.061
H 2.0880 2.0056 3.4890 0.019
H 3.2504 1.2784 2.5853 0.076
O 2.6151 2.1332 2.7200 -0.113
H -0.9185 -1.0727 3.2540 -0.014
H -1.6143 -1.9625 4.1957 -0.025
O -1.1096 -1.9953 3.4979 0.001
```

charge	+1
Kohn-Sham gap	10.65	eV
HOMO energy	-13.20	eV

---

(8)
Density functional theory data (the ωB97M-V functional and the def2-TZVPD basis) for a 14-piece molecular cluster, C3H34O14S overall at a distorted geometry.

```
52
Properties=species:S:1:pos:R:3:lowdin_charge:R:1
C -0.4719 -0.7678 -0.1889 -0.238
O -0.3104 -1.9096 0.6709 -0.120
C 0.4230 -0.9087 -1.4334 -0.227
C -0.2776 -0.7593 -2.7807 -0.614
S 0.6259 -1.4517 -4.1808 0.696
H -1.4962 -0.8285 -0.5121 0.071
H -0.2352 0.1425 0.3764 0.103
H 0.5557 -1.8991 1.0762 0.045
H 1.2200 -0.1571 -1.5050 0.107
H 1.0086 -1.8084 -1.3632 0.088
H -0.6307 0.2277 -2.9724 0.032
H -1.2340 -1.2550 -2.7751 0.043
H 1.7167 -0.7216 -3.9305 -0.141
H 1.8681 -0.0061 2.9647 0.011
H 1.9558 -0.8968 4.3584 -0.035
O 1.4826 -0.7394 3.5627 -0.199
H 2.3075 2.0470 2.5123 0.014
H 0.9020 2.3757 1.6614 0.012
O 1.7891 1.9104 1.6840 -0.200
H -0.2331 3.9686 2.3792 0.019
H -1.2926 2.8536 2.2789 0.032
O -0.5800 3.3491 1.8182 -0.067
H -0.5495 4.3037 -0.9588 0.103
H -0.7659 3.2521 0.1732 -0.040
O -0.7102 3.3167 -0.7809 -0.104
H -3.5900 1.0323 1.9479 0.032
H -2.4905 1.6118 1.1318 0.024
O -2.8787 1.6992 2.0076 -0.086
H 0.1194 -4.6632 -0.7629 0.041
H -0.0574 -4.1095 0.7185 0.062
O 0.5133 -4.6643 0.1127 -0.087
H 4.0787 -2.2282 -0.5780 0.046
H 5.2798 -1.2494 -0.1859 -0.032
O 4.8302 -1.5825 -0.9186 -0.125
H -2.0865 2.2387 3.9225 -0.061
H -0.8872 1.6640 4.6424 0.098
O -1.2929 2.5304 4.2450 -0.105
H -4.2474 -0.9901 0.4674 0.008
H -2.7759 -1.0565 1.0957 0.085
O -3.6728 -0.5723 1.0881 -0.090
H 2.3353 -3.9913 0.2884 0.059
H 2.7739 -2.8875 1.4423 0.060
O 3.0401 -3.2780 0.5486 -0.155
H 2.5625 2.8827 -0.7100 -0.056
H 3.2525 2.5683 0.5246 0.012
O 3.2734 3.1863 -0.2407 -0.078
H -3.6932 -1.7660 -1.9460 0.067
H -3.3074 -0.2546 -1.8677 -0.026
O -3.9118 -0.9034 -1.5229 -0.074
H -2.2031 1.7323 -2.9873 0.056
H -1.8151 2.0529 -1.4123 0.073
O -2.3954 1.4483 -2.0684 -0.136
```

multiplicity	2
charge	-1
Kohn-Sham gap (spin up / spin down)	2.13 / 9.10	eV
HOMO energy (spin up / spin down)	0.03 / -7.04	eV
<S²>	0.75